Molecular formula: C5H7N
Method: DFT, ωB97M-V/def2-TZVPD

## Properties
Structure (SMILES): [H]/N=C\C=C.C#C
Relative energy (zero: lowest compared OMol25 entry of this formula, charge and spin), kJ/mol: 385.08
LUMO energy, eV: 0.78
Gap between HOMO and LUMO, eV: 10.5077

Structure (XYZ):
```
13
C5H7N | OMol25 | ωB97M-V/def2-TZVPD
H 1.982 -0.401 -0.492
N 1.697 -1.126 0.174
C 0.825 -0.601 0.935
C 0.423 0.824 0.913
C 0.120 1.552 -0.161
H 0.364 -1.231 1.715
H 0.539 1.276 1.892
H -0.153 2.599 -0.077
H 0.118 1.130 -1.164
C -1.709 -0.457 -1.097
C -1.103 -1.396 -0.659
H -2.384 0.218 -1.566
H -0.722 -2.353 -0.405
```

Löwdin atomic charge list, values in e, 6 entries:
1. H 0.054
2. N 0.096
3. C -0.329
4. C -0.174
5. C -0.014
6. H 0.108

***

Molecular formula: C2H3Br2N
Method: DFT, ωB97M-V/def2-TZVPD

## Properties
Structure (SMILES): [H]/N=C(\Br)CBr
Relative energy (zero: lowest compared OMol25 entry of this formula, charge and spin), kJ/mol: 32.45
LUMO energy, eV: -0.11
Gap between HOMO and LUMO, eV: 10.0766

Structure (XYZ):
```
8
C2H3Br2N | OMol25 | ωB97M-V/def2-TZVPD
H 0.285 -1.489 -1.884
N -0.320 -0.958 -1.271
C 0.125 -0.240 -0.398
Br 2.222 -0.393 -0.156
C -0.321 0.615 0.654
Br -2.020 0.294 1.506
H -0.448 1.612 0.088
H 0.478 0.560 1.461
```

Löwdin atomic charge list, values in e, 6 entries:
1. H 0.069
2. N 0.124
3. C -0.754
4. Br 0.470
5. C -0.712
6. Br 0.648

***

Molecular formula: C47H71BrCl2INO23P
Method: DFT, ωB97M-V/def2-TZVPD

## Properties
LUMO energy, eV: 1.72
Gap between HOMO and LUMO, eV: 6.2799
Net charge: -1

Structure (XYZ):
```
147
C47H71BrCl2INO23P | OMol25 | ωB97M-V/def2-TZVPD
C -5.346 -0.965 -3.688
C -3.844 -0.456 -3.704
C -3.042 -0.760 -2.337
C -1.960 -1.853 -2.667
P -0.258 -1.589 -1.753
O 0.449 -2.442 -3.135
Br -0.638 -3.836 -1.029
N -0.194 -0.127 -2.751
C 0.669 -0.072 -3.682
C 0.118 0.000 -5.171
C 2.230 0.048 -3.557
O -1.027 -0.848 -0.357
C -0.225 -0.708 0.796
I -1.306 -2.181 2.110
C -0.481 0.635 1.675
O -0.791 0.334 3.040
C -1.725 1.187 3.587
C -3.023 1.508 3.028
C -4.004 2.383 3.662
C -3.630 2.941 4.966
C -2.327 2.668 5.570
C -1.391 1.792 4.886
C 1.266 -0.989 0.388
C 1.915 -2.272 1.089
C 2.144 -2.127 2.652
C 3.578 -2.613 3.144
C 4.221 -1.493 4.083
O 5.572 -1.175 3.697
C 2.381 0.106 0.368
Cl 4.075 -0.180 0.972
C 2.228 1.366 -0.143
C 0.943 1.885 -0.793
Cl 3.579 2.577 -0.134
O 1.277 -1.447 -0.993
H -6.022 -0.066 -3.776
H -5.614 -1.468 -2.726
H -5.539 -1.588 -4.596
H -3.304 -0.831 -4.607
H -3.887 0.668 -3.822
H -2.642 0.226 -2.009
H -3.829 -1.127 -1.624
H -1.698 -1.953 -3.743
H -2.404 -2.840 -2.365
H 0.075 -3.338 -3.158
H 0.949 -0.179 -5.911
H -0.370 0.999 -5.355
H -0.672 -0.766 -5.357
H 2.598 -0.953 -3.193
H 2.582 0.888 -2.916
H 2.688 0.168 -4.581
H 0.432 1.289 1.697
H -1.280 1.192 1.128
H -3.299 1.056 2.044
H -5.002 2.615 3.231
H -4.365 3.587 5.497
H -2.013 3.067 6.560
H -0.408 1.555 5.349
H 1.240 -3.164 0.954
H 2.871 -2.571 0.578
H 1.890 -1.086 2.987
H 1.403 -2.797 3.174
H 3.441 -3.509 3.803
H 4.293 -2.807 2.309
H 4.274 -1.851 5.156
H 3.610 -0.554 4.106
H 5.651 -0.193 3.682
H 1.146 2.077 -1.885
H 0.024 1.273 -0.732
H 0.702 2.904 -0.364
C 1.481 -7.836 2.656
C 0.696 -7.122 1.565
C -0.799 -7.202 1.712
O -1.245 -7.088 0.364
C -0.247 -7.572 -0.423
O -0.359 -7.814 -1.583
O 0.898 -7.749 0.294
H 2.077 -8.655 2.252
H 2.165 -7.138 3.144
H 0.830 -8.232 3.439
H 1.030 -6.084 1.477
H -1.203 -6.392 2.319
H -1.149 -8.159 2.112
C 4.638 -2.760 -8.442
C 3.128 -2.644 -8.295
C 2.337 -3.350 -9.361
O 1.131 -2.587 -9.402
C 1.453 -1.327 -9.001
O 0.735 -0.380 -9.109
O 2.698 -1.288 -8.467
H 5.102 -1.787 -8.604
H 5.071 -3.187 -7.535
H 4.921 -3.422 -9.264
H 2.820 -2.963 -7.295
H 2.126 -4.389 -9.107
H 2.803 -3.311 -10.350
C 2.479 4.145 -10.662
C 3.113 2.919 -11.303
C 2.188 1.743 -11.458
O 3.091 0.637 -11.424
C 4.165 1.030 -10.687
O 5.014 0.296 -10.288
O 4.140 2.372 -10.465
H 2.957 4.395 -9.715
H 2.581 5.008 -11.322
H 1.410 4.010 -10.488
H 3.576 3.189 -12.257
H 1.641 1.763 -12.401
H 1.477 1.632 -10.635
C 8.932 3.945 4.491
C 7.531 3.625 4.992
C 7.486 2.833 6.270
O 6.245 2.139 6.156
C 6.002 1.990 4.827
O 5.158 1.282 4.371
O 6.848 2.751 4.086
H 9.126 3.485 3.522
H 9.051 5.024 4.375
H 9.703 3.620 5.192
H 6.940 4.542 5.073
H 7.492 3.468 7.156
H 8.288 2.094 6.355
C -9.080 0.175 3.429
C -9.028 1.681 3.644
C -9.875 2.482 2.694
O -9.184 3.730 2.645
C -7.875 3.463 2.907
O -6.983 4.235 2.749
O -7.719 2.193 3.368
H -8.105 -0.226 3.151
H -9.394 -0.325 4.347
H -9.804 -0.105 2.660
H -9.263 1.921 4.685
H -10.893 2.621 3.058
H -9.910 2.067 1.683
C -2.722 2.846 9.514
C -4.101 3.477 9.629
C -4.222 4.840 9.005
O -5.266 5.438 9.775
C -5.234 4.850 11.002
O -5.829 5.245 11.954
O -4.428 3.754 10.998
H -2.269 2.685 10.493
H -2.795 1.876 9.020
H -2.041 3.451 8.912
H -4.862 2.794 9.240
H -4.499 4.794 7.951
H -3.322 5.452 9.111
```

Löwdin atomic charge list, values in e, 6 entries:
1. C -0.132
2. C -0.248
3. C -0.226
4. C -0.310
5. P 0.432
6. O -0.362

***

Molecular formula: C3H15N2O2
Method: DFT, ωB97M-V/def2-TZVPD

## Properties
Relative energy (zero: lowest compared OMol25 entry of this formula, charge and spin), kJ/mol: 31.62
LUMO energy, eV: -3.00
Gap between HOMO and LUMO, eV: 10.0265
Net charge: +1

Structure (XYZ):
```
22
C3H15N2O2 | OMol25 | ωB97M-V/def2-TZVPD
C 1.124 0.398 -2.117
C -0.297 0.029 -1.785
C -0.650 -1.156 -0.936
N -0.312 -0.984 0.514
N 1.710 1.105 -0.978
H 1.205 0.974 -3.055
H 1.623 -0.499 -2.455
H -0.849 0.926 -1.476
H -0.901 -0.168 -2.694
H -1.702 -1.423 -1.052
H -0.057 -2.020 -1.286
H -1.124 -0.542 1.051
H 0.544 -0.433 0.687
H -0.160 -1.855 1.025
H 1.244 1.997 -0.868
H 2.692 1.318 -1.100
H -1.823 -0.039 2.947
H -2.869 -0.965 2.318
O -2.312 -0.192 2.133
H 1.013 1.864 2.675
H 1.027 0.757 3.702
O 0.874 0.907 2.750
```

Löwdin atomic charge list, values in e, 6 entries:
1. C -0.279
2. C -0.216
3. C -0.155
4. N 0.157
5. N 0.004
6. H 0.121

***

Molecular formula: C26H37BrF2NRuSi4
Method: DFT, ωB97M-V/def2-TZVPD

## Properties
Relative energy (zero: lowest compared OMol25 entry of this formula, charge and spin), kJ/mol: 28.22
LUMO energy, eV: -4.26
Gap between HOMO and LUMO, eV: 6.7008
Net charge: +1

Structure (XYZ):
```
72
C26H37BrF2NRuSi4 | OMol25 | ωB97M-V/def2-TZVPD
Ru -0.095 -0.286 1.288
F -4.517 -1.782 -1.409
C -3.413 -2.152 -0.750
C -2.610 -1.163 -0.206
C -1.455 -1.508 0.480
C -1.137 -2.882 0.592
C -1.978 -3.833 0.022
F -1.673 -5.137 0.120
C -3.125 -3.499 -0.660
C 0.061 -3.164 1.352
C 0.616 -4.405 1.665
C 1.728 -4.472 2.479
C 2.294 -3.307 2.990
C 1.730 -2.109 2.631
N 0.658 -2.040 1.819
H -2.915 -0.137 -0.338
H -3.764 -4.253 -1.095
H 0.163 -5.305 1.284
H 2.152 -5.436 2.729
H 3.154 -3.329 3.642
H 2.127 -1.164 2.975
C -2.062 -0.059 -3.527
Si -1.247 1.237 -2.460
C -0.207 2.340 -3.572
C -2.543 2.270 -1.584
Si 0.404 0.588 -0.868
Si 1.967 -0.963 -1.769
C 0.942 -2.395 -2.409
C 2.794 -0.079 -3.207
C 3.354 -1.539 -0.641
Si 1.473 2.377 0.269
C 2.847 3.114 -0.774
C 0.327 3.729 0.862
C 2.269 1.501 1.748
H -2.581 0.471 -4.331
H -2.800 -0.662 -3.004
H -1.337 -0.727 -3.991
H -0.875 2.941 -4.194
H 0.416 1.746 -4.242
H 0.437 3.029 -3.022
H -2.985 2.952 -2.315
H -2.136 2.869 -0.768
H -3.355 1.659 -1.188
H 0.335 -2.083 -3.259
H 0.271 -2.821 -1.661
H 1.619 -3.182 -2.752
H 2.102 0.397 -3.899
H 3.359 -0.834 -3.763
H 3.500 0.678 -2.865
H 3.137 -1.600 0.421
H 4.213 -0.877 -0.769
H 3.655 -2.536 -0.975
H 2.473 3.498 -1.724
H 3.635 2.392 -0.988
H 3.295 3.951 -0.232
H -0.071 4.297 0.019
H 0.897 4.423 1.485
H -0.511 3.358 1.454
H 2.969 0.732 1.417
H 1.539 1.064 2.446
H 2.832 2.224 2.346
Br -3.175 4.232 4.897
C -2.450 2.799 3.908
C -1.381 2.076 4.436
C -0.856 1.047 3.682
C -1.338 0.746 2.401
C -2.446 1.438 1.926
C -2.988 2.482 2.673
H -0.982 2.320 5.410
H -0.020 0.479 4.085
H -2.882 1.220 0.965
H -3.830 3.042 2.292
```

Löwdin atomic charge list, values in e, 6 entries:
1. Ru 0.949
2. F 0.092
3. C -0.263
4. C -0.052
5. C -0.195
6. C -0.145

***

Molecular formula: C4H12N3O
Method: DFT, ωB97M-V/def2-TZVPD

## Properties
Relative energy (zero: lowest compared OMol25 entry of this formula, charge and spin), kJ/mol: 535.25
LUMO energy, eV: -4.33
Gap between HOMO and LUMO, eV: 8.2847
Net charge: +1

Structure (XYZ):
```
20
C4H12N3O | OMol25 | ωB97M-V/def2-TZVPD
C 1.612 -1.181 -0.536
C 0.798 0.575 1.244
C -0.592 -0.015 -0.812
C 0.479 -0.395 0.131
N -0.345 -1.814 1.152
N -0.287 1.201 -1.550
N -1.807 0.545 0.006
O -1.247 -1.369 1.761
H 1.504 -2.211 -0.461
H 1.755 -0.925 -1.535
H 2.458 -0.907 0.013
H 0.903 1.612 0.865
H 1.588 0.374 1.923
H 0.032 0.539 2.039
H -1.145 -0.752 -1.277
H 0.342 0.760 -2.360
H 0.229 1.849 -0.921
H -1.391 1.097 0.774
H -2.526 -0.064 0.264
H -2.359 1.081 -0.719
```

Löwdin atomic charge list, values in e, 6 entries:
1. C -0.002
2. C -0.048
3. C -0.332
4. C -0.370
5. N 0.131
6. N 0.072

***

Molecular formula: C5H6GaO4
Method: DFT, ωB97M-V/def2-TZVPD

## Properties
Relative energy (zero: lowest compared OMol25 entry of this formula, charge and spin), kJ/mol: 24.24
LUMO energy, eV: -19.03
Gap between HOMO and LUMO, eV: 4.9201
Net charge: +3

Structure (XYZ):
```
16
C5H6GaO4 | OMol25 | ωB97M-V/def2-TZVPD
O 2.918 1.121 -0.938
C 2.234 0.506 -0.076
O 2.792 -0.016 0.930
O 0.929 0.414 -0.262
C 0.157 -0.213 0.753
C -1.315 -0.195 0.315
Ga 4.179 0.641 0.179
H 0.293 0.300 1.712
H 0.441 -1.267 0.859
H -1.922 -0.599 1.145
H -1.317 -1.913 -0.957
C -1.772 1.198 0.140
C -1.642 -0.869 -1.028
O -2.128 2.252 0.063
H -2.760 -0.939 -0.974
H -1.087 -0.423 -1.860
```

Löwdin atomic charge list, values in e, 6 entries:
1. O 0.281
2. C -0.540
3. O 0.247
4. O 0.174
5. C -0.052
6. C -0.213

***

Molecular formula: C43H67N8O4
Method: DFT, ωB97M-V/def2-TZVPD

## Properties
Relative energy (zero: lowest compared OMol25 entry of this formula, charge and spin), kJ/mol: 0.00
LUMO energy, eV: -3.93
Gap between HOMO and LUMO, eV: 5.3135
Net charge: +1

Structure (XYZ):
```
122
C43H67N8O4 | OMol25 | ωB97M-V/def2-TZVPD
C -0.012 2.807 -4.125
C -0.781 1.507 -4.381
C -2.039 1.374 -3.524
N -1.648 0.936 -2.174
C -2.623 1.077 -1.084
C -4.114 1.035 -1.498
C -2.469 -0.101 -0.191
N -1.985 0.165 0.962
C -1.807 -0.830 2.040
C -3.106 -1.557 2.425
C -3.160 -1.945 3.916
C -1.886 -2.615 4.436
O -1.429 -3.520 3.453
C -0.305 -4.304 3.860
C -1.521 1.587 1.043
C -1.511 2.247 2.408
C -2.814 2.500 3.132
O -2.986 3.404 3.852
O -3.806 1.603 2.866
C -2.241 2.285 -0.152
C -3.346 3.273 0.228
C -3.774 4.158 -0.955
C -5.271 4.513 -0.985
O -5.843 4.546 0.309
C -6.779 3.532 0.590
H -0.139 3.119 -3.081
H 1.057 2.704 -4.314
H -0.398 3.611 -4.755
H -1.101 1.456 -5.428
H -0.130 0.647 -4.195
H -2.501 2.365 -3.431
H -2.773 0.707 -3.993
H -1.320 -0.022 -2.239
H -4.395 1.876 -2.128
H -4.758 1.044 -0.611
H -4.321 0.112 -2.045
H -2.774 -1.107 -0.478
H -1.368 -0.297 2.882
H -1.073 -1.559 1.687
H -3.202 -2.459 1.816
H -3.967 -0.922 2.173
H -3.385 -1.062 4.528
H -3.999 -2.633 4.055
H -2.107 -3.136 5.376
H -1.099 -1.879 4.660
H -0.655 -5.205 4.370
H 0.239 -4.594 2.962
H 0.350 -3.730 4.522
H -0.471 1.533 0.752
H -0.891 1.651 3.091
H -0.993 3.205 2.310
H -3.552 0.711 3.136
H -1.468 2.865 -0.664
H -2.930 3.932 0.999
H -4.196 2.788 0.704
H -3.509 3.677 -1.902
H -3.195 5.088 -0.927
H -5.390 5.513 -1.417
H -5.828 3.816 -1.625
H -6.313 2.537 0.674
H -7.249 3.767 1.548
H -7.562 3.471 -0.179
N -10.537 4.035 -0.365
C -11.336 2.954 -0.627
C -12.156 2.771 0.453
C -11.838 3.780 1.404
C -10.836 4.544 0.870
H -9.843 4.404 -0.987
H -11.260 2.416 -1.556
H -12.906 2.005 0.550
H -12.300 3.931 2.365
H -10.319 5.404 1.259
N 3.022 -2.546 3.184
C 3.906 -2.775 4.204
C 4.739 -3.789 3.816
C 4.339 -4.191 2.513
C 3.277 -3.407 2.150
H 2.308 -1.844 3.189
H 3.876 -2.194 5.109
H 5.551 -4.193 4.397
H 4.790 -4.958 1.906
H 2.693 -3.384 1.246
N 5.804 -6.642 -0.649
C 7.094 -6.586 -1.094
C 7.118 -5.811 -2.224
C 5.784 -5.383 -2.468
C 4.999 -5.912 -1.479
H 5.496 -7.143 0.164
H 7.883 -7.106 -0.576
H 7.989 -5.580 -2.813
H 5.444 -4.761 -3.279
H 3.941 -5.831 -1.296
N 2.336 1.318 0.213
C 3.149 0.366 0.772
C 3.779 0.936 1.845
C 3.338 2.286 1.933
C 2.448 2.491 0.913
H 1.762 1.185 -0.599
H 3.218 -0.625 0.358
H 4.492 0.445 2.486
H 3.645 3.021 2.658
H 1.892 3.365 0.620
N 9.726 -4.716 0.181
C 10.845 -5.447 0.470
C 11.666 -4.671 1.244
C 11.017 -3.419 1.425
C 9.823 -3.479 0.755
H 8.949 -5.036 -0.369
H 10.965 -6.452 0.103
H 12.626 -4.964 1.633
H 11.386 -2.573 1.980
H 9.039 -2.751 0.641
N 3.903 1.423 -6.307
C 5.141 1.946 -6.051
C 5.075 3.298 -6.253
C 3.745 3.603 -6.654
C 3.046 2.426 -6.677
H 3.666 0.451 -6.249
H 5.961 1.316 -5.753
H 5.890 3.992 -6.137
H 3.351 4.574 -6.902
H 2.021 2.218 -6.931
```

Löwdin atomic charge list, values in e, 6 entries:
1. C -0.096
2. C -0.239
3. C -0.222
4. N 0.020
5. C -0.411
6. C 0.009